Density functional theory data (wB97M-V/def2-TZVPD) for a single C3H7PS molecule at a distorted geometry.

XYZ file:
```
12
Properties=species:S:1:pos:R:3
C -0.02 0.12 0.16
C 0.92 -0.96 0.37
C -1.41 -0.33 -0.28
P 0.69 1.60 -0.32
S -0.07 3.46 -0.65
H 0.56 -1.84 -0.18
H 1.11 -1.38 1.38
H 1.94 -0.87 0.07
H -2.17 0.21 0.23
H -1.68 -1.45 0.01
H -1.57 -0.21 -1.36
H 1.70 1.65 0.57
```

Calculated values
HOMO level (spin up / spin down) ... -6.859 / -9.345 eV
Spin multiplicity ... 3
Maximum force ... 3.6 eV/Å
Molecular weight ... 106.1 g/mol
Energy above the lowest of the compared OMol25 structures with the same formula, charge and spin ... 67.0 kJ/mol
Gap between HOMO and LUMO (spin up / spin down) ... 7.79 / 7.10 eV